The following is a DFT calculation (ωB97M-V/def2-TZVPD) of C21H19ClIN4O7Pt as an isolated structure.

Computed properties:
Relative energy (zero: lowest compared OMol25 entry of this formula, charge and spin) = 0.0 kJ/mol
Total charge = +1
Spin multiplicity = 5
Orbital gap (alpha / beta) = 0.2497 / 0.2188 Ha
HOMO (alpha / beta) = -0.37637 / -0.42231 hartree
<S²> = 6.043

Each line ends with the Mulliken charge.
Element x y z (Å)
Pt -0.0217 -0.2130 -0.2858  2.496
O 1.2663 -2.3667 3.7667  -0.382
C 1.4335 -1.9938 2.6897  0.838
O 1.6076 -1.6239 1.5983  -0.497
C 0.0223 0.8955 3.1412  -1.521
C 0.7002 1.9527 2.3419  0.312
C 0.2071 3.3327 2.8182  -0.722
C -1.2592 3.3237 2.3106  -0.969
C -1.3512 1.9656 1.6064  -0.346
O -0.0022 1.8404 1.0605  -0.701
C -1.3927 0.8461 2.6504  0.557
C -1.7455 -0.5798 2.1569  0.049
O -2.1566 -1.3692 2.9748  -0.638
O -1.5735 -0.8597 0.8949  -0.813
H 0.3647 0.5147 4.0910  0.464
H 1.7711 1.8513 2.1799  0.472
H 0.7864 4.1359 2.3627  0.306
H 0.2854 3.4276 3.8998  0.423
H -1.4345 4.1294 1.5996  0.331
H -1.9901 3.4155 3.1117  0.387
H -2.0685 1.8894 0.7942  0.489
H -2.1164 1.0545 3.4412  0.572
Cl -4.1933 -2.4607 -5.5063  -0.179
C -3.3289 -1.4926 -4.4008  0.766
C -3.5544 -0.1249 -4.3968  -0.559
C -2.8811 0.7035 -3.5185  -0.239
I -3.2215 2.7312 -3.5140  0.149
C -1.9350 0.1692 -2.5758  0.586
O -1.3258 0.9010 -1.7673  -0.881
C -1.7073 -1.2819 -2.6072  0.426
N -0.8067 -1.7633 -1.7406  -0.260
C -0.5460 -3.0554 -1.7150  -0.156
C -1.1874 -3.9552 -2.5706  -1.013
C -2.1117 -3.4832 -3.4681  -0.621
C -2.3909 -2.1067 -3.5052  -0.356
H -4.2706 0.2877 -5.0934  0.436
H 0.1976 -3.3832 -1.0018  0.540
H -0.9487 -5.0072 -2.5153  0.423
H -2.6238 -4.1554 -4.1422  0.463
C 4.1626 2.4995 -2.8235  -1.120
N 3.3905 1.3695 -2.3496  0.032
C 3.6301 -0.0120 -2.7222  -0.319
C 2.4933 -0.7308 -2.0062  0.235
O 2.2895 -1.9164 -2.0045  -0.567
N 1.7294 0.2296 -1.3609  -0.411
C 2.2840 1.4289 -1.6023  0.596
N 1.7743 2.5610 -1.1350  -0.216
H 5.1442 2.1449 -3.1273  0.361
H 4.3131 3.2242 -2.0228  0.396
H 3.6884 2.9889 -3.6764  0.326
H 4.5966 -0.3730 -2.3685  0.363
H 3.5623 -0.1700 -3.8001  0.320
H 0.9908 2.5209 -0.4868  0.131
H 2.1883 3.4470 -1.3610  0.240

---

The following is a DFT calculation (ωB97M-V/def2-TZVPD) of one molecule with the formula C21H19ClO5.

Computed properties:
SMILES = Cc1c(CCC(=O)O)c(=O)oc2c(C)c(OCc3ccccc3Cl)ccc12
Orbital gap = 0.3200 Ha
HOMO = -0.31270 hartree

Each line ends with the Mulliken charge.
Element x y z (Å)
C -1.6294 -2.2575 -1.6487  -1.801
C -1.2930 -0.8040 -1.5335  1.018
C -2.0135 0.1248 -2.2194  0.470
C -1.7194 1.5470 -2.1090  0.441
O -2.3363 2.4268 -2.6677  -0.702
O -0.6807 1.9190 -1.3138  -0.596
C 0.0663 1.0188 -0.6351  0.245
C 1.1059 1.5533 0.1380  0.894
C 1.8976 0.6752 0.8680  0.535
C 1.6621 -0.6993 0.8078  -0.868
C 0.6429 -1.2048 0.0397  -0.922
C -0.1942 -0.3593 -0.7017  1.048
H 0.4973 -2.2717 0.0195  0.253
H 2.3010 -1.3585 1.3747  0.557
O 2.9387 1.1456 1.6393  -0.586
C 2.5566 1.5437 2.9518  -1.296
C 1.9946 0.3900 3.7410  0.214
C 0.6225 0.1684 3.7636  0.041
C 0.0831 -0.9222 4.4208  -0.854
C 0.9171 -1.8163 5.0700  -0.387
C 2.2861 -1.6191 5.0579  -0.583
C 2.8176 -0.5262 4.3909  0.656
Cl 4.5341 -0.3214 4.3777  -0.228
H 2.9466 -2.3097 5.5584  0.438
H 0.5049 -2.6697 5.5863  0.389
H -0.9853 -1.0738 4.4246  0.400
H -0.0276 0.8653 3.2543  0.389
H 3.4747 1.9218 3.4059  0.607
H 1.8139 2.3509 2.9032  0.294
C 1.3417 3.0314 0.1444  -2.025
H 2.3274 3.2516 0.5451  0.418
H 1.2655 3.4225 -0.8675  0.482
H 0.5858 3.5365 0.7461  0.306
C -3.1765 -0.1880 -3.1223  -1.147
H -3.4449 -1.2398 -3.0603  0.411
H -4.0256 0.4191 -2.7995  0.411
C -2.8807 0.1774 -4.5807  -0.746
C -1.8045 -0.6720 -5.1975  0.598
O -1.3700 -1.7059 -4.7605  -0.582
O -1.3711 -0.1512 -6.3514  -0.465
H -0.6895 -0.7167 -6.7478  0.363
H -3.7812 0.0459 -5.1858  0.430
H -2.5895 1.2257 -4.6573  0.388
H -1.5512 -2.5561 -2.6927  0.315
H -2.6508 -2.4342 -1.3154  0.397
H -0.9692 -2.8832 -1.0617  0.377

---

The following is a DFT calculation (ωB97M-V/def2-TZVPD) of a 2-piece molecular cluster, C21H19F2 overall.

Computed properties:
Relative energy (zero: lowest compared OMol25 entry of this formula, charge and spin) = 0.0 kJ/mol
Total charge = +1
Orbital gap = 0.1958 Ha
HOMO = -0.41946 hartree

Each line ends with the Mulliken charge.
Element x y z (Å)
F -3.0989 4.6487 -1.0487  -0.290
C -2.0121 4.2546 -0.3039  0.224
C -1.5613 5.0929 0.7089  -0.539
C -0.4126 4.7023 1.4172  -0.546
C 0.2109 3.4789 1.1765  -0.609
C -0.2822 2.6042 0.1607  0.825
C 0.3071 1.3302 -0.1363  -0.586
C -0.2007 0.4500 -1.1006  -0.109
C 0.5430 -0.5901 -1.6389  -0.293
C 0.1361 -1.3803 -2.7569  0.952
C -1.0037 -1.0399 -3.5421  -0.677
C -1.4300 -1.8987 -4.5431  0.279
F -2.5453 -1.5735 -5.2803  -0.287
C -0.7622 -3.0870 -4.8536  -0.508
C 0.3944 -3.3964 -4.1137  -0.468
C 0.8490 -2.5629 -3.1036  -0.645
C -1.4035 3.0416 -0.5944  -0.694
H -2.0803 6.0276 0.9243  0.448
H -0.0228 5.3768 2.1839  0.397
H 1.0947 3.1930 1.7579  0.346
H 1.3084 1.1696 0.2606  0.718
H -1.2391 0.5425 -1.4386  0.480
H 1.5003 -0.8324 -1.1855  0.407
H -1.5382 -0.1063 -3.3770  0.536
H -1.1326 -3.7387 -5.6341  0.459
H 0.9423 -4.3121 -4.3522  0.386
H 1.7625 -2.8091 -2.5517  0.375
H -1.7718 2.4494 -1.4224  0.484
H 0.7136 -0.0764 1.4944  -0.133
C 1.1419 -0.1565 2.5443  0.357
C -0.0273 -0.5041 3.4319  -0.453
C -0.2213 -1.7323 3.9270  -0.527
C 0.7365 -2.8878 3.7118  -0.712
C 2.0331 -2.4403 3.0632  -0.587
C 2.2182 -1.2186 2.5377  -0.414
H 1.5548 0.8315 2.7961  0.256
H -0.7557 0.3108 3.5591  0.347
H -1.1180 -1.9934 4.5005  0.365
H 0.9688 -3.3410 4.6876  0.337
H 0.2585 -3.6727 3.1022  0.323
H 2.8040 -3.2136 3.0207  0.377
H 3.1416 -0.9406 2.0111  0.397

---

The following is a DFT calculation (ωB97M-V/def2-TZVPD) of C21H19KO9 as an isolated structure.

Computed properties:
Orbital gap = 0.1159 Ha
HOMO = -0.21825 hartree

Each line ends with the Mulliken charge.
Element x y z (Å)
K -1.4355 -0.5331 1.2093  1.029
C -3.4073 -3.4025 0.8289  -0.710
C -3.5586 -3.0070 2.2431  0.171
C -2.3175 -3.4602 2.9016  -0.957
O -3.8633 -1.6549 2.4240  -0.888
H -4.1729 -3.0936 0.1172  0.277
H -3.2462 -4.4734 0.7056  0.368
H -2.4979 -2.9294 0.4585  -0.174
H -4.4187 -3.5870 2.5777  0.230
H -2.1915 -3.0184 3.8900  0.296
H -1.4033 -3.1178 2.4167  0.067
H -2.2744 -4.5493 2.9084  0.393
C 4.6337 0.2110 2.2962  -0.678
C 3.5214 -0.5678 2.4473  0.061
C 2.2609 -0.2522 1.7416  0.660
O 1.2507 -0.8678 1.8975  -0.477
C 2.3297 0.8704 0.8489  -0.394
C 3.4046 1.6271 0.6706  0.548
C 4.6710 1.4954 1.4651  0.173
O 5.6889 2.2878 1.3711  -0.595
O 3.5039 2.5161 -0.3846  -0.521
O 3.5354 -1.6008 3.3822  -0.546
H 5.5370 -0.1902 2.7315  0.447
H 1.5503 0.9486 0.1055  0.631
H 4.4292 2.5674 -0.6350  0.344
H 2.7665 -2.1450 3.1972  0.328
C 2.8615 -1.0100 -3.4529  -0.468
C 2.1774 -0.7966 -2.2606  0.044
C 0.9109 -1.4556 -1.9451  0.569
O 0.3045 -1.4253 -0.8616  -0.421
C 0.3142 -2.2134 -3.1185  -0.476
C 0.9624 -2.3110 -4.3149  -0.304
C 2.4236 -1.9074 -4.5671  0.171
O 3.0402 -2.2444 -5.5890  -0.524
H 3.8338 -0.5403 -3.4350  0.405
H 2.6545 -0.0913 -1.5963  0.189
H -0.7407 -2.4273 -3.0310  0.403
H 0.3312 -2.6609 -5.1183  0.365
C -1.7074 3.7004 -1.1084  -0.304
C -2.6546 4.5007 -1.7184  -0.280
C -3.8686 4.9346 -1.0158  0.299
O -4.7135 5.6536 -1.5158  -0.525
C -3.7997 4.5445 0.4033  -0.275
C -2.8439 3.7960 1.0019  -0.478
C -1.7814 3.1195 0.2502  0.504
O -1.0228 2.1831 0.6334  -0.523
H -0.8735 3.3006 -1.6662  0.376
H -2.4794 4.8116 -2.7378  0.398
H -4.6165 5.0101 0.9348  0.380
H -3.0086 3.4553 2.0134  0.393

---

The following is a DFT calculation (ωB97M-V/def2-TZVPD) of one molecule with the formula C21H19N3O2S.

Computed properties:
Relative energy (zero: lowest compared OMol25 entry of this formula, charge and spin) = 139.0 kJ/mol
SMILES = COc1cccc(-c2ccc(SCC(=O)N3CCc4ccccc43)nn2)c1
Orbital gap = 0.3018 Ha
HOMO = -0.29628 hartree

Each line ends with the Mulliken charge.
Element x y z (Å)
C -5.4930 -0.4341 1.4600  -0.935
H -6.0792 -1.1541 0.8799  0.374
O -4.1356 -0.7996 1.5191  -0.411
C -3.4299 -0.8763 0.3571  0.365
C -2.0894 -1.2316 0.4931  -0.604
C -1.2649 -1.3265 -0.6189  1.264
C -1.7908 -1.0623 -1.8853  -0.581
C -3.1186 -0.7185 -2.0173  -0.926
C -3.9460 -0.6219 -0.9085  -0.515
H -4.9797 -0.3450 -1.0436  0.446
H -3.5276 -0.5166 -2.9962  0.382
H -1.1416 -1.1302 -2.7423  0.474
C 0.1596 -1.6319 -0.4795  0.434
N 0.9337 -1.2785 -1.5026  -0.164
N 2.2221 -1.3583 -1.4294  -0.700
C 2.8027 -1.7921 -0.3289  0.307
C 2.0829 -2.3224 0.7447  -0.334
C 0.7126 -2.2412 0.6610  -0.668
H 0.0859 -2.6379 1.4436  0.508
H 2.5861 -2.7548 1.5949  0.472
S 4.5739 -1.5999 -0.2601  -0.193
C 4.6567 -0.3053 1.0586  -0.742
H 5.0591 -0.7693 1.9585  0.450
H 5.3426 0.4565 0.6923  0.414
C 3.2801 0.2473 1.3798  0.363
O 2.7430 -0.0398 2.4343  -0.619
N 2.6971 1.0121 0.4301  0.162
C 1.3434 1.3865 0.4324  -0.073
C 0.4113 1.2614 1.4463  -1.052
C -0.8927 1.6572 1.1829  -0.422
C -1.2535 2.1597 -0.0546  -0.482
C -0.3100 2.2849 -1.0654  -0.777
C 0.9885 1.9026 -0.8133  1.157
C 2.1730 1.8976 -1.7297  -0.985
H 2.3599 2.8792 -2.1650  0.445
H 2.0114 1.1840 -2.5396  0.312
C 3.3240 1.4421 -0.8197  -0.783
H 3.8810 0.6243 -1.2783  0.331
H 4.0133 2.2660 -0.6021  0.520
H -0.5873 2.6703 -2.0347  0.438
H -2.2761 2.4523 -0.2388  0.432
H -1.6355 1.5651 1.9607  0.460
H 0.6898 0.8622 2.4067  0.490
H -1.7169 -1.3956 1.4911  0.356
H -5.6220 0.5668 1.0355  0.353
H -5.8432 -0.4346 2.4910  0.256